# 1
{"formula": "C11H29ClN2O5PSSi2", "method": "ωB97M-V/def2-TZVPD", "charge": -1, "homo_ha": -0.122, "orbital_gap_ev": 5.30, "species": ["O", "H", "H", "H", "O", "O", "H", "C", "H", "H", "O", "C", "H", "Si", "N", "C", "H", "C", "C", "H", "H", "H", "O", "H", "H", "H", "H", "H", "H", "C", "C", "Si", "H", "P", "H", "C", "C", "S", "H", "H", "C", "H", "N", "H", "C", "H", "Cl", "H", "H", "H", "H", "H"], "coordinates": [[-3.811, 3.612, -0.977], [-0.189, -0.365, 1.249], [6.448, -2.587, 1.186], [3.208, -4.556, -0.476], [-2.515, -0.596, 0.522], [-2.670, 2.119, 0.578], [-3.059, 1.583, -4.817], [-2.186, 1.940, -0.786], [3.860, 1.119, 1.387], [1.181, -0.536, 4.339], [-3.905, 4.042, 1.520], [3.799, -3.922, 2.642], [0.969, -2.126, 3.591], [3.964, -2.801, 1.133], [-2.868, -0.557, -2.173], [0.636, 0.331, 1.392], [4.322, 0.346, 2.915], [1.670, -1.299, 3.719], [-2.767, 2.865, -3.072], [0.859, 0.817, 0.437], [4.566, -4.708, 2.625], [3.925, -3.369, 3.575], [-5.316, 2.183, 0.623], [-5.285, 1.395, -3.284], [-2.733, -1.562, -2.209], [3.066, 1.583, 2.899], [-4.048, 1.587, -1.674], [-1.240, 2.461, -0.971], [-5.490, 1.707, -4.998], [-3.581, 2.409, -4.319], [5.608, -1.884, 1.260], [2.161, -0.580, 2.046], [2.822, -4.408, 2.655], [-1.830, 0.057, -0.877], [5.706, -1.158, 0.451], [3.482, 0.736, 2.337], [-3.369, 2.443, -1.704], [-4.086, 2.980, 0.526], [-3.540, 3.244, -5.034], [4.965, -4.627, -0.242], [-5.080, 2.130, -4.066], [5.709, -1.362, 2.213], [2.623, -1.766, 0.904], [-3.438, -0.758, 0.318], [4.110, -3.950, -0.365], [-1.763, 2.438, -3.170], [-2.535, 4.666, -3.103], [4.261, -3.373, -1.280], [-3.852, -0.458, -1.907], [2.538, -1.659, 4.275], [0.316, 1.102, 2.104], [-5.621, 3.073, -3.918]], "nbo_charge": [-0.6466, 0.2233, 0.2035, 0.2199, -0.9422, -0.6535, 0.2235, -0.2268, 0.2250, 0.2055, -0.8748, -1.1353, 0.2265, 1.8197, -1.1519, -1.1235, 0.2170, -1.1354, -0.1848, 0.2147, 0.2033, 0.2166, -0.8802, 0.2006, 0.3942, 0.2048, 0.2141, 0.2289, 0.2168, -0.4197, -1.1353, 1.8261, 0.2256, 1.2159, 0.2255, -1.1353, 0.0085, 2.4494, 0.2249, 0.1979, -0.6167, 0.2166, -1.7261, 0.4679, -1.1145, 0.2327, -0.0469, 0.2202, 0.3412, 0.2166, 0.2050, 0.2176]}

***

# 2
{"formula": "C11H29CrI2OP2Si", "method": "ωB97M-V/def2-TZVPD", "charge": 2, "s2": 4.171, "homo_ha": [-0.561, -0.561], "orbital_gap_ev": [6.32, 6.82], "de_lowest_ev": 0.7729, "spin_multiplicity": 4, "species": ["C", "C", "Cr", "C", "H", "H", "H", "C", "H", "P", "H", "I", "I", "H", "H", "H", "P", "H", "O", "H", "H", "C", "H", "H", "H", "H", "H", "C", "H", "H", "C", "H", "H", "C", "H", "H", "Si", "C", "H", "C", "H", "C", "H", "H", "H", "H", "H"], "coordinates": [[-0.382, -0.992, 1.483], [-3.489, -1.515, -0.541], [-0.295, -0.209, -0.499], [3.059, 1.431, -0.403], [2.641, 1.796, 0.541], [1.997, 0.687, -3.365], [-3.362, -2.324, -1.266], [-0.620, 0.117, 4.458], [-1.051, 2.098, 1.906], [-2.520, -0.079, -1.049], [-4.539, -1.198, -0.519], [-0.278, 1.534, -4.440], [-0.319, -0.956, -6.024], [2.720, -1.538, 0.750], [2.742, -2.310, -0.839], [0.250, 2.628, 2.979], [2.106, 0.013, -1.030], [-1.318, -1.515, 1.805], [-0.144, -2.165, -2.875], [-3.181, 2.172, -0.924], [-0.650, -0.906, 4.853], [-0.194, -1.445, -1.937], [4.111, 1.181, -0.235], [0.445, -1.789, 1.409], [-2.215, 0.929, -3.233], [-2.346, -0.812, -3.370], [2.052, -1.028, -3.242], [2.478, -0.123, -2.805], [4.086, -1.270, -0.351], [-4.302, 1.072, -0.066], [-3.250, 1.334, -0.229], [-2.790, 1.613, 0.730], [-0.064, 0.749, 5.188], [-2.771, 0.057, -2.831], [3.002, 2.237, -1.133], [2.799, 0.114, 2.286], [0.305, 0.204, 2.792], [0.013, 1.952, 2.146], [-3.848, 0.177, -3.084], [2.097, -0.213, 3.059], [-3.168, -1.844, 0.454], [3.001, -1.398, -0.300], [2.464, 0.195, 3.999], [2.196, -1.297, 3.153], [-1.650, 0.523, 4.376], [0.634, 2.229, 1.274], [3.553, -0.114, -3.048]], "mulliken_spin": [-0.4791, 0.0311, 3.6252, 0.0050, -0.0018, 0.0024, 0.0039, -0.0298, -0.0032, -0.1381, 0.0004, 0.0054, 0.0020, -0.0033, 0.0005, 0.0013, -0.0597, 0.0166, 0.0994, 0.0052, 0.0005, -0.0786, 0.0004, -0.0126, 0.0034, -0.0022, -0.0010, -0.0077, 0.0013, 0.0016, 0.0283, -0.0082, -0.0059, -0.0068, 0.0027, -0.0001, -0.0023, 0.0135, -0.0051, -0.0098, -0.0034, 0.0196, -0.0025, 0.0000, 0.0014, -0.0074, -0.0022]}

***

# 3
{"formula": "C11H29N3O10", "method": "ωB97M-V/def2-TZVPD", "charge": 1, "s2": 0.755, "homo_ha": [-0.416, -0.416], "orbital_gap_ev": [8.33, 2.19], "spin_multiplicity": 2, "species": ["N", "H", "H", "H", "C", "C", "H", "O", "C", "H", "O", "H", "H", "C", "H", "H", "H", "H", "C", "H", "H", "N", "C", "O", "O", "C", "C", "H", "C", "H", "H", "O", "H", "H", "H", "H", "H", "C", "H", "H", "H", "O", "H", "O", "C", "H", "O", "N", "O", "O", "H", "H", "H"], "coordinates": [[-0.526, -0.151, -2.526], [-1.959, 5.107, 1.573], [0.279, -6.748, -1.463], [-2.782, 3.072, -1.484], [-1.921, 4.424, 0.725], [3.616, -1.397, 2.800], [2.899, -0.725, 2.329], [-1.302, 1.238, 1.891], [-0.777, 4.726, -0.335], [0.078, -2.822, 1.480], [0.398, -4.574, -1.327], [1.807, 1.505, 1.176], [0.668, 2.784, 1.238], [0.902, -5.913, -1.783], [-2.415, -1.851, 1.432], [-1.576, 3.560, 1.294], [1.900, -5.933, -1.346], [3.737, -1.324, 3.881], [1.344, 5.667, -0.534], [-0.688, 3.785, -0.878], [-3.298, -2.157, -0.001], [-0.131, 0.863, 1.801], [0.748, 1.717, 1.030], [2.496, -3.314, 3.332], [-1.422, -3.103, 0.132], [-2.287, -1.957, 0.355], [-3.472, 3.205, -0.650], [2.231, 5.889, 0.060], [-0.041, -2.959, 0.406], [0.969, -6.001, -2.868], [-0.223, -2.151, -2.324], [-1.390, 0.593, -2.877], [1.656, -4.198, 0.365], [1.612, 4.915, -1.276], [0.052, -1.500, -4.017], [1.002, 6.557, -1.063], [-4.437, 3.126, -1.150], [-0.575, -1.501, -3.126], [-1.978, -0.981, -0.020], [-1.082, 5.478, -1.063], [4.580, -1.121, 2.372], [0.364, -0.134, 2.268], [0.339, 1.666, 0.021], [0.357, 0.107, -1.761], [0.608, -4.297, 0.083], [0.065, -5.107, 0.570], [0.306, 5.204, 0.333], [3.326, -2.859, 2.571], [-3.243, 4.352, 0.142], [3.732, -3.415, 1.544], [-3.353, 2.371, 0.042], [-1.637, -1.629, -3.339], [0.445, -2.086, -0.031]], "mulliken_spin": [-0.0001, -0.0055, 0.0000, 0.0466, 0.0714, 0.0000, 0.0000, 0.0054, 0.1113, 0.0000, 0.0000, -0.0002, -0.0002, 0.0000, 0.0000, 0.0034, 0.0000, 0.0000, 0.0057, 0.0075, 0.0000, 0.0002, 0.0023, 0.0000, 0.0000, 0.0005, 0.0311, 0.0020, -0.0001, 0.0000, 0.0001, 0.0001, 0.0000, 0.0010, 0.0000, 0.0026, 0.0052, -0.0001, -0.0003, -0.0014, 0.0000, 0.0002, -0.0032, -0.0001, 0.0000, 0.0000, 0.0610, 0.0000, 0.6190, 0.0000, 0.0346, 0.0000, 0.0000]}

***

# 4
{"formula": "C11H29N3S2V", "method": "ωB97M-V/def2-TZVPD", "charge": 2, "s2": 3.762, "homo_ha": [-0.555, -0.599], "orbital_gap_ev": [9.60, 9.29], "de_lowest_ev": 0.0000, "spin_multiplicity": 4, "species": ["N", "H", "C", "H", "C", "H", "H", "H", "S", "H", "H", "S", "C", "H", "H", "H", "C", "H", "C", "N", "N", "H", "H", "H", "C", "H", "H", "H", "H", "H", "H", "H", "H", "C", "H", "H", "V", "H", "C", "H", "H", "H", "H", "C", "C", "C"], "coordinates": [[-0.648, -1.887, -0.122], [-0.892, 3.674, 1.048], [-0.664, 0.382, 3.416], [3.558, -0.024, -0.729], [-0.781, -2.164, 2.284], [0.069, 4.161, -0.305], [-1.187, 1.040, 1.027], [-2.031, -1.018, -1.482], [0.406, -0.754, 2.392], [-1.243, 0.550, -3.279], [2.552, -2.374, 1.016], [0.740, -0.646, -2.422], [-0.445, -2.056, -2.535], [-1.769, 0.382, -0.296], [0.269, 1.512, -3.409], [-0.204, 1.368, 3.423], [3.052, -0.438, 0.159], [-0.048, 0.188, -4.560], [1.026, 2.703, 0.917], [1.652, 1.709, 0.007], [-1.003, 0.968, 0.024], [-0.096, -2.760, -0.103], [-2.040, 2.649, -0.760], [-2.144, -2.782, -1.367], [-1.429, -1.940, -1.397], [3.394, -0.035, 1.124], [-0.584, 2.208, -1.595], [0.127, -2.989, -2.490], [-2.224, -1.089, 1.067], [2.685, -2.336, -0.829], [2.658, 1.659, 0.156], [-2.290, -2.842, 0.859], [-0.947, -2.014, -3.504], [2.509, -1.761, 0.098], [1.600, 2.052, -0.947], [-0.207, -3.097, 2.279], [0.793, -0.254, -0.014], [-1.686, 0.423, 3.036], [-0.183, 0.529, -3.528], [-0.676, -0.016, 4.437], [-1.410, -2.163, 3.176], [1.761, 3.479, 1.150], [0.810, 2.203, 1.870], [-1.598, -1.997, 1.028], [-0.226, 3.285, 0.277], [-1.009, 2.311, -0.596]], "mulliken_spin": [-0.0257, -0.0003, 0.0105, 0.0123, 0.0109, -0.0001, 0.0003, 0.0005, -0.0162, 0.0001, 0.0110, -0.0224, 0.0132, 0.0085, 0.0000, 0.0005, 0.0632, -0.0015, 0.0305, -0.0416, -0.0395, 0.0142, 0.0013, 0.0014, -0.0009, 0.0129, -0.0105, 0.0001, 0.0015, 0.0106, -0.0037, -0.0001, -0.0012, 0.0731, 0.0197, -0.0013, 2.8289, 0.0007, 0.0186, -0.0009, -0.0003, 0.0067, -0.0128, 0.0036, 0.0081, 0.0162]}

***

Q: Number 2 is which compound?
A: C11H29CrI2OP2Si